Entry 1:
34
Properties=species:S:1:pos:R:3 method="wB97M-V/def2-TZVPD" e_above_lowest_kcal_mol=113.5 fmax_ev_per_a=0.714 charge=0 orbital_gap_ev=9.594
O 0.009 1.736 -2.038
O -2.318 1.635 -1.762
N 0.857 -1.851 1.567
C -0.720 -1.759 3.447
C 0.831 1.324 0.168
C 1.501 -2.160 -0.792
C 1.188 0.428 0.880
C -1.130 0.939 -1.987
C 1.498 -2.739 0.618
C 1.619 -0.627 1.783
C 0.453 -2.493 2.803
C 0.363 2.318 -0.787
C -2.713 2.504 -2.814
C -1.948 3.739 -2.870
C -1.299 4.744 -2.866
H -1.156 0.419 -2.958
H -0.442 -0.757 3.762
H -3.765 2.736 -2.614
H 0.486 -1.911 -1.091
H 2.702 -0.798 1.648
H 1.465 -0.275 2.808
H 1.162 3.028 -1.018
H 1.287 -2.573 3.524
H 2.538 -2.976 0.918
H 0.935 -3.676 0.606
H 2.101 -1.256 -0.850
H -0.735 5.629 -2.889
H 1.904 -2.892 -1.488
H -1.533 -1.675 2.730
H -1.069 -2.309 4.317
H -0.496 2.862 -0.369
H 0.130 -3.509 2.563
H -2.632 1.984 -3.782
H -1.071 0.210 -1.166



Entry 2:
105
Properties=species:S:1:pos:R:3 method="wB97M-V/def2-TZVPD" fmax_ev_per_a=1.278 charge=0 orbital_gap_ev=9.587
S -3.169 -3.992 1.999
O 3.643 2.270 -4.815
O -1.764 -3.416 1.632
O -3.439 -3.833 3.388
O 1.419 -8.258 2.152
O 3.752 -0.221 -1.062
O -3.383 -5.275 1.438
O 3.630 1.547 3.654
O -4.013 -2.905 1.189
O -5.214 4.794 -0.952
N -7.813 2.645 0.461
C 4.567 -1.294 -3.002
C 3.767 2.013 -6.215
C -3.912 -0.555 0.571
C 0.563 -9.393 2.014
C 4.394 -1.425 -0.647
C -4.856 4.410 -2.282
C -6.977 1.706 1.243
C 0.661 -7.057 1.982
C 4.455 -2.322 -1.876
C -1.852 -2.033 1.119
C 4.569 4.200 -5.814
C -0.692 -7.477 1.425
C -5.913 1.016 0.382
C -5.358 -0.270 1.002
C -0.359 -1.657 3.134
C 4.366 2.556 2.956
C -4.551 6.747 -2.104
C -0.863 -8.859 2.051
C 3.866 3.375 -6.890
C 3.942 3.641 -4.543
C 0.288 -0.750 0.849
C 1.359 0.184 1.404
C -5.226 6.220 -0.844
C 3.662 -0.180 -2.493
C -4.928 5.676 -3.125
C -0.854 -1.090 1.804
C 0.841 1.546 1.888
C 5.755 2.576 3.578
C 5.928 1.116 3.992
C -3.299 -1.663 1.382
C 4.520 0.759 4.448
H -1.624 -2.156 0.062
H 2.058 0.372 0.590
H -3.375 -1.400 2.444
H 0.777 -9.884 1.058
H -3.841 3.997 -2.270
H -5.972 -1.120 0.710
H -0.643 -7.561 0.337
H 4.408 2.289 1.894
H -5.948 5.837 -3.480
H 0.859 2.264 1.068
H 2.905 1.433 -6.545
H 4.368 1.009 5.504
H -1.566 -9.497 1.518
H 6.518 2.930 2.887
H 3.013 4.164 -4.294
H -1.493 -6.786 1.675
H -7.613 0.940 1.686
H 4.405 3.336 -7.835
H 4.671 1.419 -6.388
H -1.197 -1.899 3.788
H -0.157 1.508 2.317
H -1.418 -0.183 2.030
H 3.826 -1.864 0.176
H -1.205 -8.763 3.084
H -4.268 5.641 -3.991
H 6.672 0.965 4.771
H 5.399 -1.184 -0.282
H 0.214 -2.566 2.968
H -6.493 2.259 2.046
H 1.528 1.919 2.643
H 0.257 -0.925 3.650
H 5.283 -3.028 -1.840
H 4.279 -0.295 4.305
H -3.467 6.775 -1.970
H 3.956 0.804 -2.847
H -6.264 6.560 -0.776
H -0.134 -0.283 -0.048
H -6.405 0.763 -0.557
H -4.707 6.507 0.071
H 5.642 4.000 -5.827
H -3.878 -0.794 -0.493
H -5.372 -0.210 2.093
H 0.779 -10.097 2.819
H 5.767 3.221 4.459
H -8.444 2.064 -0.080
H 0.553 -6.567 2.956
H 4.607 3.692 -3.680
H -5.541 3.632 -2.622
H 2.620 -0.353 -2.785
H 3.527 -2.890 -1.977
H 1.937 -0.293 2.193
H -7.170 3.035 -0.222
H 5.595 -0.937 -3.087
H 6.210 0.512 3.127
H -3.327 0.349 0.750
H 4.256 -1.675 -3.973
H 0.762 -1.678 0.520
H 3.839 3.506 3.053
H 2.869 3.776 -7.082
H -5.091 1.707 0.198
H 1.209 -6.386 1.318
H 4.421 5.273 -5.917
H -4.887 7.746 -2.372



Entry 3:
10
Properties=species:S:1:pos:R:3 method="wB97M-V/def2-TZVPD" e_above_lowest_kcal_mol=60.5 fmax_ev_per_a=3.316 charge=0 orbital_gap_ev=9.323
Cl 1.390 -0.707 -3.054
Cl -1.151 0.706 -3.492
O -1.096 -1.855 -0.012
N 0.753 2.310 -0.823
C 0.061 -2.075 0.248
C 0.359 0.647 -2.693
C 0.618 1.581 -1.826
H 0.291 -2.950 0.825
H 1.246 3.202 -0.985
H 0.763 -1.324 -0.290